C48H93AsF6NO22S11 as an isolated structure in a non-equilibrium geometry, computed with the ωB97M-V functional and the def2-TZVPD basis.

```
182
Properties=species:S:1:pos:R:3:forces:R:3:lowdin_charge:R:1
H 1.8279 -0.1074 6.1190 0.04 -0.16 -0.97 0.09
H -4.9061 -1.9036 2.4087 0.11 -0.06 -0.06 0.08
S -4.9712 -3.4812 0.5377 -1.12 1.17 1.17 0.70
H 2.2280 -2.2143 -4.0664 0.27 0.09 -0.45 0.11
H -0.9790 -6.1380 2.1877 -0.37 -0.17 0.21 0.10
C 1.3709 2.8985 -4.2042 0.81 -0.06 -0.75 -0.22
O 7.5435 1.5831 0.0845 -0.09 -0.27 0.51 -0.32
H -3.1726 -1.5590 5.0850 -0.01 -0.23 0.16 0.11
C -2.7302 2.6990 -1.8030 0.86 0.53 -0.75 -0.23
H -3.6025 -0.6256 0.7555 0.13 -0.12 0.05 0.09
C -0.8330 5.3766 1.4952 0.84 1.02 0.84 -0.20
H -0.8549 -1.7575 -7.4501 -0.13 -0.60 0.31 0.10
H -4.3688 -3.2694 -1.8012 -0.51 -0.18 0.20 0.11
H 4.3925 -2.5467 -2.0142 -0.17 0.11 0.04 0.08
O 3.6876 2.3997 6.8983 -0.56 0.12 -0.50 -0.33
H -4.3933 -0.5647 -1.6168 0.95 -0.54 -0.02 0.10
H 5.4692 -0.8682 -0.6071 -0.30 -0.03 0.15 0.08
H 3.9752 0.1748 -3.3653 -0.02 0.22 -0.11 0.10
S 3.1533 1.8470 5.6702 -0.64 -0.54 0.50 0.69
H 3.3300 -2.5195 0.5019 0.06 -0.07 -0.10 0.08
O -1.5130 1.3248 -6.4190 0.87 -0.92 0.40 -0.35
H -3.4470 2.0701 1.6421 -0.19 0.05 -0.24 0.07
H -2.3425 -0.8446 -7.5647 0.01 0.22 0.12 0.10
C -3.7173 3.5045 -3.8976 1.08 0.11 -0.53 -0.21
S 2.4061 5.1586 -3.3225 -0.78 -1.40 -0.30 0.69
H -0.5596 -3.9115 2.6399 0.17 0.00 0.01 0.08
H -0.7708 5.6682 2.5497 0.13 0.03 0.02 0.10
H 3.3088 3.3336 -2.2005 -0.01 -0.11 0.19 0.09
H 5.2759 -5.6541 1.2249 -0.27 -0.14 -0.28 0.10
H 0.2504 2.9691 -2.4287 0.17 0.32 0.48 0.09
S 6.5376 0.7597 0.7167 -1.60 0.40 0.06 0.70
H 5.0252 1.2669 2.5537 0.18 -0.24 -0.07 0.08
S -3.3649 -7.1839 -0.3323 -0.08 -0.63 -2.25 0.70
H -3.3554 -2.2947 -6.1431 0.03 -0.17 0.01 0.11
H -0.2314 -5.4038 -0.2203 0.16 -0.28 0.28 0.10
C -2.1016 -6.0528 -0.9917 -0.66 0.51 -0.76 -0.21
O 0.0614 -4.7494 5.1078 0.20 0.75 0.55 -0.33
H 4.2060 -1.4926 -5.8577 0.41 -0.17 -0.15 0.11
H -0.6457 -1.0210 -3.9091 0.34 0.19 -0.19 0.11
S -0.2922 6.9323 0.6280 -1.25 -1.87 -0.06 0.70
C 1.2667 4.3931 -4.5067 -0.20 0.02 1.20 -0.19
H 0.9345 0.9271 3.9283 -0.41 -0.06 -0.12 0.12
S -3.3568 5.0571 -3.0025 1.28 -0.36 0.70 0.71
O 6.8562 -0.3545 1.5798 0.44 0.10 -0.29 -0.34
C -2.1503 -1.7643 4.7596 -0.19 0.23 0.36 -0.21
As -0.2806 -0.0434 0.1666 -0.21 -1.04 -0.98 0.81
H 2.7172 2.8527 3.5889 -0.37 -0.55 -0.02 0.08
H -1.6760 -6.6048 -1.8356 0.90 -0.66 0.90 0.10
C 0.2823 4.3794 1.1901 -0.84 0.13 -0.36 -0.24
H -1.7420 2.4872 -2.2226 -0.24 -0.51 -0.34 0.08
H -4.8421 2.5520 -2.3249 0.10 0.28 0.19 0.12
H -2.8509 2.0058 -0.9741 0.04 0.46 0.38 0.09
C -1.3618 -2.5606 5.8210 -0.15 -0.43 -0.23 -0.20
H -6.3556 1.6378 4.7832 -0.08 -0.04 -0.12 0.10
C 5.3112 1.7926 1.6429 0.61 0.15 -0.05 -0.20
C 1.2914 2.7709 -2.6925 -0.48 -0.11 -0.03 -0.22
H -1.3363 0.5405 -3.6841 -0.49 0.17 -0.20 0.08
H -3.1600 -2.7337 -0.6971 -0.03 0.22 0.21 0.10
H -5.1694 0.1575 0.7092 0.09 0.10 -0.34 0.10
C 4.0935 -2.5965 -3.0612 -0.10 -0.07 0.33 -0.22
H 0.4915 3.4890 5.6007 -0.22 -0.30 0.15 0.12
O 1.2243 -2.5111 4.9595 0.21 0.03 0.66 -0.33
O 3.3189 -4.9860 -0.6954 -0.27 -0.04 0.56 -0.34
H 3.2303 0.7794 -0.8986 0.28 0.30 -0.26 0.09
H -3.5852 4.2575 -0.8283 0.10 0.70 0.13 0.09
O -0.8247 6.8965 -0.7261 0.70 0.26 0.98 -0.32
C 0.8340 2.8836 4.7623 0.81 0.87 -0.81 -0.19
C 4.1070 2.0056 0.7359 0.99 0.21 -0.89 -0.21
S 0.0276 -3.3118 4.8985 -1.01 -0.54 -1.26 0.68
H 5.8378 2.7038 1.9270 -0.05 0.04 -0.07 0.10
O 1.7956 6.3326 -2.7614 0.37 0.40 0.20 -0.32
C 2.8025 -3.1334 1.2382 1.05 0.31 -0.68 -0.21
H -5.7999 -1.3733 -1.2958 -0.29 0.04 0.74 0.13
H 3.6171 -0.1098 0.4935 -0.37 0.38 0.40 0.10
H -3.3398 -6.5485 1.8929 -0.05 0.00 -0.04 0.08
H -1.7177 -0.7673 4.6477 0.29 -0.10 -0.10 0.10
O -3.9936 -4.2698 1.2566 -0.13 0.27 -0.19 -0.33
O 6.0776 -3.2811 -4.6799 -0.37 0.92 0.21 -0.34
C 1.4625 6.5125 0.7127 0.51 -0.29 0.00 -0.19
C -3.8613 2.4863 -2.8091 -0.49 -1.03 0.49 -0.24
O -2.2399 5.7482 -3.6113 -0.76 -0.12 -0.21 -0.33
O 0.6445 0.0654 -6.0837 -0.33 -0.18 -0.12 -0.33
H 2.3335 -1.3752 -2.6064 0.29 0.16 0.17 0.08
H 1.4534 4.7995 -5.4949 0.06 -0.27 -0.09 0.11
C -1.6435 -1.2915 -6.8621 0.67 0.92 0.64 -0.19
H -2.9305 -3.2674 3.3942 0.32 -0.37 0.09 0.10
S 2.9760 -4.8627 0.7105 0.49 1.00 0.52 0.70
C -2.6911 -7.2394 1.3512 0.00 1.05 0.22 -0.20
O -4.5864 5.7390 -2.6622 0.37 -0.22 -0.33 -0.33
H 5.3647 -0.1894 -5.4615 0.09 0.02 0.20 0.11
C 4.8215 -3.8771 2.3747 0.51 0.65 0.46 -0.23
H 0.1736 4.0948 0.1408 0.17 -0.32 0.03 0.09
H -2.5331 -5.2922 -1.6540 -0.67 0.44 0.97 0.09
O 1.7857 -5.4904 1.2500 0.38 -0.57 -0.25 -0.34
S -0.7978 0.1069 -6.0130 -1.85 0.76 0.34 0.69
C -1.2755 -6.6280 1.2567 0.30 -0.14 0.79 -0.21
F -0.7726 -1.7292 0.3523 0.08 0.54 0.33 -0.26
H -2.9799 -1.7360 -3.6295 0.33 0.03 0.16 0.10
H 4.3032 2.8082 0.0165 0.15 0.20 0.19 0.10
H -2.7320 -8.2006 1.8536 -0.07 -0.25 -0.49 0.10
H 1.1849 1.2032 6.9242 0.19 0.60 -0.07 0.11
H 0.5942 2.3503 -4.7312 -0.09 -0.02 0.09 0.09
O -4.6937 -6.6114 -0.4484 0.63 -0.10 0.78 -0.34
H -1.8807 5.1112 1.3748 0.11 -0.07 -0.76 0.10
H 1.9220 7.2817 1.3284 0.00 0.12 -0.16 0.10
F 0.9064 -0.2793 1.4209 -0.34 0.23 -0.22 -0.24
C -2.3711 -2.0498 -5.7343 -0.99 -0.86 -0.87 -0.21
C -5.2012 3.2751 2.2601 1.13 1.13 -0.20 -0.14
H 1.4902 1.7503 -2.3658 0.08 0.02 0.04 0.09
H -1.8748 4.6137 -0.9440 0.33 0.32 -0.76 0.06
H 2.9588 -3.6198 3.2953 -0.10 0.50 0.41 0.10
C 5.3565 0.2127 -0.5517 0.38 0.57 -0.42 -0.22
H 3.8756 -3.6375 -3.2838 0.10 0.00 -0.04 0.10
H 2.1580 4.1384 -1.1122 -0.25 -0.01 -0.04 0.07
O 4.0228 0.9844 4.9079 -0.03 0.25 -0.39 -0.33
C 3.5313 -0.4289 -4.1673 1.32 0.30 0.62 -0.22
H 2.4550 4.5755 1.0049 -0.05 0.00 -0.17 0.09
O -3.1770 -8.4304 -1.0837 0.13 0.54 1.24 -0.36
H -5.2607 4.1441 1.6208 0.24 -0.05 0.02 0.11
H -6.7625 3.7975 3.6267 -0.04 0.24 -0.28 0.14
H 1.7468 -2.8979 1.1180 -0.07 0.01 0.59 0.08
C -2.7128 4.2050 -1.4932 -2.51 -1.01 0.82 -0.18
C 1.5943 5.1220 1.3889 -0.02 0.63 0.18 -0.21
C -4.6509 -0.7807 0.5117 -0.97 -0.11 0.60 -0.22
H -2.3654 -1.8322 2.6016 0.10 0.02 -0.03 0.09
S 5.5541 -2.1207 -3.9721 0.18 -0.41 -0.92 0.69
H 3.2488 2.3331 1.3205 -0.30 -0.52 -0.14 0.09
H 0.3586 3.2443 3.8503 -0.16 0.20 0.16 0.09
H -3.8305 1.4491 -3.1564 0.13 0.14 -0.39 0.10
H 0.2814 4.6734 -4.1218 -0.05 0.45 -0.38 0.09
H -0.1317 -2.1635 2.9129 0.29 -0.30 -0.37 0.08
H -6.3890 -1.7581 1.4713 -0.01 -0.02 -0.26 0.10
O 6.4528 -1.3753 -3.1189 -0.23 0.03 -0.03 -0.32
O -0.5616 8.0280 1.5214 0.10 0.41 -0.25 -0.33
F -1.5074 0.0553 -1.0979 0.30 0.36 0.25 -0.26
F -1.5132 0.4891 1.3004 0.68 -0.10 -0.13 -0.26
C -4.7686 1.3195 3.2490 -1.02 0.21 1.42 -0.12
C 3.9806 0.7316 -0.1090 -0.60 -1.65 0.78 -0.21
F 0.8335 -0.5863 -1.0946 -0.10 0.35 0.63 -0.27
C -4.3057 2.2213 2.2778 -0.49 0.07 -0.95 -0.11
H -3.4565 -0.5027 -4.8125 -0.18 0.01 0.34 0.11
C -2.1416 -2.5167 3.4202 0.48 -0.05 0.39 -0.19
O -6.2796 -4.0094 0.2423 0.32 -0.21 -0.22 -0.31
H 2.8257 4.0719 4.7072 -0.47 0.12 0.83 0.10
C 0.6238 1.3836 4.8726 0.54 -0.43 -0.12 -0.22
C 4.4463 -5.2282 1.7822 -0.69 0.17 -0.35 -0.19
C -5.3076 -1.8451 1.3970 0.86 -0.90 0.05 -0.18
C -4.2414 -2.7012 -0.8792 1.75 -0.51 -1.02 -0.25
H -4.5258 0.3039 3.5163 0.66 0.09 -0.20 0.08
H 5.3433 -3.9991 3.3258 -0.02 -0.13 -0.02 0.12
C -0.6869 -3.0332 3.2642 -0.77 0.89 0.13 -0.20
C -2.6487 -1.1667 -4.4913 0.31 1.12 -1.66 -0.20
H 3.7040 -2.0217 2.9420 0.10 0.01 -0.01 0.12
C -4.7746 -1.3030 -0.9053 -1.08 0.93 -0.80 -0.23
H -0.5077 -7.3960 1.1570 -0.14 -0.08 -0.53 0.12
N -6.0305 3.1847 3.3283 0.02 -2.01 0.40 0.02
H 0.1823 3.4904 1.8090 0.11 -0.12 -0.16 0.09
H 1.8110 5.2957 2.4459 -0.24 -0.17 0.11 0.11
H 4.0637 -5.9444 2.5082 0.08 0.07 0.13 0.10
H 2.3285 2.4743 -4.5226 -0.01 0.16 -0.26 0.11
C -1.3823 -0.3307 -4.3357 1.05 -0.95 0.52 -0.22
H -1.9338 -3.0315 -5.5540 0.42 0.25 0.43 0.11
C 4.6857 -0.9313 -5.0526 -0.68 -0.64 0.14 -0.20
C 3.5595 -3.0378 2.5924 -1.22 -1.50 -0.83 -0.18
C -5.8038 1.9460 3.9092 -0.12 0.38 0.17 -0.13
H 2.8738 0.2313 -4.7268 -0.39 -0.39 0.00 0.09
O 3.7269 5.1739 -3.9116 -0.13 0.25 0.35 -0.33
H -1.0777 -1.9924 6.7041 0.43 0.14 -0.24 0.10
C 2.3623 3.0911 4.5971 0.61 -0.24 -0.55 -0.21
C 2.9476 -1.6552 -3.4620 -0.80 -0.23 0.03 -0.20
H -2.7977 3.2516 -4.4380 0.11 0.32 0.03 0.10
H -4.4735 3.5667 -4.6759 -0.41 0.34 0.44 0.11
H 5.6849 0.5792 -1.5240 0.15 0.27 0.14 0.09
C 1.5795 0.9388 5.9353 0.75 -0.12 2.03 -0.23
C -1.2352 -5.5651 0.1734 0.58 -0.10 -1.40 -0.22
F 0.2822 1.5942 -0.0858 -0.44 -0.52 0.19 -0.24
H -1.8835 -3.4432 6.1948 -0.29 0.05 -0.21 0.10
H -0.3860 1.0806 5.1422 -0.09 0.15 -0.25 0.11
H -1.5014 -4.5817 0.5588 -0.63 -0.14 -0.08 0.09
H 1.9177 6.4965 -0.2767 -0.34 0.25 -0.17 0.08
H 5.5283 -3.3472 1.7314 -0.07 -0.07 -0.18 0.11
C 2.3047 3.7546 -2.1165 0.58 0.37 -0.73 -0.18
```
Positions in Å, forces in eV/Å.

Results
Highest occupied orbital energy: -7.40 eV
Net charge: -1
F_max: 0.055 Eh/bohr